## one
{
  "formula": "C4H12O2",
  "method": "ωB97M-V/def2-TZVPD",
  "species": ["C", "C", "O", "H", "H", "H", "H", "H", "H", "C", "C", "O", "H", "H", "H", "H", "H", "H"],
  "xyz": [[-1.83845, 6.36084, -0.85759], [-0.67096, 5.43383, -1.02519], [0.17314, 5.92686, -2.09686], [-2.40566, 6.28562, -1.80058], [-1.54974, 7.41421, -0.70376], [-2.49443, 6.05091, -0.02678], [-0.02046, 5.49107, -0.13131], [-0.97661, 4.37744, -1.15192], [0.82879, 5.21337, -2.24334], [-0.25635, -3.75974, -0.08750], [-0.66343, -5.23200, -0.14686], [0.45283, -6.09280, -0.45274], [-1.18982, -3.20799, 0.11456], [0.17217, -3.39120, -1.03468], [0.45841, -3.55187, 0.72644], [-1.04386, -5.38569, 0.88130], [-1.48137, -5.48282, -0.84937], [0.82039, -5.92185, -1.34497]],
  "nbo_charge": [-0.631, -0.067, -0.727, 0.211, 0.218, 0.214, 0.154, 0.162, 0.465, -0.632, -0.063, -0.736, 0.209, 0.198, 0.215, 0.178, 0.164, 0.468],
  "smiles": "CCO.CCO",
  "orbital_gap_ev": 11.24,
  "e_homo_ev": -10.264,
  "charge": 0
}

***

## two
{
  "formula": "C4H12O2",
  "method": "ωB97M-V/def2-TZVPD",
  "species": ["C", "C", "C", "C", "H", "H", "H", "H", "H", "H", "H", "H", "O", "H", "H", "O", "H", "H"],
  "xyz": [[0.41762, 0.20220, -0.92558], [-0.73518, 0.68184, -1.53694], [-0.90915, 2.16571, -1.70513], [-1.88423, -0.25881, -1.73076], [0.44315, -0.87589, -0.65024], [1.20858, 0.90878, -0.81564], [0.00021, 2.74311, -1.81332], [-1.54069, 2.63680, -0.88332], [-1.34879, 2.42909, -2.67535], [-1.45897, -1.24987, -1.44326], [-2.16932, -0.15895, -2.81835], [-2.78327, 0.16321, -1.19737], [2.29247, -6.45035, 1.30762], [2.22211, -5.40696, 1.54058], [3.12954, -6.11115, 0.94362], [0.19415, 3.94144, 3.56401], [0.60427, 3.37435, 2.90190], [0.46582, 4.87317, 3.32819]],
  "nbo_charge": [-0.439, 0.043, -0.663, -0.652, 0.196, 0.196, 0.220, 0.223, 0.212, 0.225, 0.216, 0.222, -0.904, 0.450, 0.453, -0.941, 0.470, 0.471],
  "smiles": "C=C(C)C.O.O",
  "orbital_gap_ev": 9.66,
  "e_homo_ev": -9.125,
  "charge": 0
}

***

It comes down to one, which is 94.8 kJ/mol more stable than the next structure.